The following is a quantum chemistry calculation of 2 unconnected molecules or ions with the total composition C30H32BCl2F3O2 in a non-equilibrium geometry, from OMol25.

Last column: Löwdin charge in e.
Atoms and positions in Å:
1 Cl -4.23 -0.19 -5.07  0.738
2 C -2.77 -0.63 -4.29  -0.634
3 C -2.76 -1.70 -3.37  -0.067
4 C -1.57 -2.08 -2.78  0.009
5 C -0.36 -1.41 -3.10  -0.227
6 C 0.86 -1.86 -2.50  0.028
7 C 2.08 -1.19 -2.69  -0.083
8 C 3.28 -1.85 -2.52  0.047
9 C 4.52 -1.30 -2.97  -0.212
10 C 5.59 -2.20 -3.23  -0.007
11 C 6.75 -1.75 -3.83  -0.082
12 C 6.90 -0.38 -4.13  -0.663
13 Cl 8.32 0.16 -4.89  0.736
14 C 5.88 0.54 -3.82  -0.073
15 C 4.69 0.08 -3.25  0.009
16 C -0.38 -0.32 -4.01  0.008
17 C -1.59 0.08 -4.57  -0.075
18 H -3.69 -2.21 -3.13  0.118
19 H -1.53 -2.93 -2.09  0.139
20 H 0.83 -2.83 -1.99  0.149
21 H 2.08 -0.13 -3.01  0.116
22 H 3.23 -2.89 -2.19  0.139
23 H 5.44 -3.25 -2.96  0.127
24 H 7.55 -2.45 -4.05  0.114
25 H 6.04 1.59 -4.02  0.112
26 H 3.91 0.80 -3.00  0.119
27 H 0.54 0.19 -4.31  0.121
28 H -1.64 0.95 -5.24  0.117
29 C 1.71 1.83 1.02  -0.021
30 C 0.27 1.55 1.44  -0.487
31 C -0.53 2.84 1.61  -0.002
32 C -0.47 0.58 0.39  -0.488
33 C -1.16 1.22 -0.81  0.008
34 C 0.57 -0.41 -0.08  -0.031
35 O -1.42 -0.10 1.14  0.036
36 B -0.83 -0.18 2.46  -0.830
37 C -2.06 0.36 3.44  -0.081
38 C -3.37 0.30 2.97  -0.032
39 C -4.39 1.00 3.62  -0.020
40 C -4.08 1.72 4.77  -0.159
41 C -5.13 2.60 5.39  -0.522
42 F -4.70 3.23 6.52  0.103
43 F -5.52 3.59 4.51  0.100
44 F -6.27 1.91 5.72  0.103
45 C -2.80 1.69 5.30  -0.021
46 C -1.78 1.01 4.63  -0.020
47 C -0.31 -1.82 2.67  -0.154
48 C -1.45 -2.76 2.92  -0.152
49 O 0.24 0.79 2.62  0.052
50 H 1.75 2.14 -0.03  0.080
51 H 2.14 2.62 1.63  0.086
52 H 2.33 0.93 1.14  0.083
53 H -0.51 3.42 0.68  0.082
54 H -1.57 2.62 1.88  0.098
55 H -0.09 3.44 2.41  0.094
56 H -0.44 1.74 -1.45  0.086
57 H -1.64 0.43 -1.40  0.070
58 H -1.94 1.91 -0.48  0.092
59 H 1.28 0.06 -0.77  0.067
60 H 1.15 -0.85 0.74  0.096
61 H 0.06 -1.24 -0.58  0.078
62 H -3.63 -0.27 2.08  0.114
63 H -5.40 0.96 3.23  0.113
64 H -2.60 2.20 6.24  0.109
65 H -0.79 1.01 5.06  0.115
66 H 0.33 -2.17 1.85  0.058
67 H 0.29 -1.70 3.58  0.089
68 H -1.07 -3.68 3.38  0.055
69 H -2.18 -2.31 3.61  0.069
70 H -1.97 -3.04 1.99  0.065

Output
- Largest force on an atom: 3.22 eV/A
- E_HOMO: -6.45 eV
- Orbital gap: 2.74 eV
- LUMO energy: -0.1366 Eh

***

The following is a quantum chemistry calculation of 6 unconnected molecules or ions with the total composition C30H32BCl2IN5O, from OMol25.

Last column: Löwdin charge in e.
Atoms and positions in Å:
1 C 1.75 0.08 3.69  -0.142
2 C 1.52 -0.41 2.28  -0.747
3 Cl 0.10 -1.43 2.16  0.597
4 C 2.29 -0.11 1.24  -0.688
5 Cl 1.86 -0.77 -0.32  0.653
6 B 3.53 0.91 1.30  -1.021
7 I 5.38 -0.02 0.29  0.539
8 C 3.14 2.28 0.49  -0.221
9 C 2.18 3.08 1.28  -0.309
10 O 1.04 3.37 0.98  -0.004
11 H 0.91 -0.20 4.32  0.045
12 H 1.87 1.16 3.73  0.057
13 H 2.66 -0.37 4.09  0.084
14 H 3.86 1.10 2.44  0.040
15 H 2.72 2.06 -0.49  0.083
16 H 4.06 2.86 0.36  0.088
17 H 2.57 3.43 2.26  0.122
18 N 3.75 -5.38 -1.06  0.048
19 C 3.14 -4.19 -1.06  -0.138
20 C 1.89 -3.98 -1.62  -0.079
21 C 1.24 -5.05 -2.21  -0.088
22 C 1.86 -6.28 -2.23  -0.088
23 C 3.11 -6.39 -1.64  -0.179
24 H 3.68 -3.37 -0.59  0.090
25 H 1.42 -3.01 -1.59  0.045
26 H 0.27 -4.89 -2.66  0.087
27 H 1.40 -7.14 -2.70  0.091
28 H 3.63 -7.35 -1.64  0.092
29 N 0.59 2.46 6.00  0.065
30 C -0.67 2.67 6.38  -0.151
31 C -1.15 2.35 7.64  -0.079
32 C -0.28 1.80 8.56  -0.089
33 C 1.04 1.58 8.18  -0.076
34 C 1.42 1.92 6.89  -0.154
35 H -1.33 3.10 5.63  0.102
36 H -2.19 2.54 7.89  0.097
37 H -0.61 1.54 9.56  0.100
38 H 1.76 1.14 8.86  0.098
39 H 2.43 1.76 6.55  0.107
40 N -0.55 0.86 -3.74  0.060
41 C -0.14 1.25 -2.54  -0.154
42 C -0.12 2.57 -2.11  -0.069
43 C -0.56 3.55 -2.99  -0.073
44 C -1.00 3.16 -4.25  -0.081
45 C -0.97 1.81 -4.57  -0.169
46 H 0.18 0.47 -1.85  0.046
47 H 0.25 2.82 -1.12  0.082
48 H -0.56 4.59 -2.69  0.106
49 H -1.36 3.89 -4.96  0.094
50 H -1.31 1.48 -5.55  0.095
51 N -0.21 -3.71 -5.15  0.055
52 C -0.75 -2.51 -4.96  -0.140
53 C -2.00 -2.15 -5.45  -0.069
54 C -2.72 -3.08 -6.18  -0.089
55 C -2.16 -4.33 -6.39  -0.087
56 C -0.91 -4.59 -5.86  -0.166
57 H -0.16 -1.80 -4.38  0.092
58 H -2.39 -1.16 -5.25  0.092
59 H -3.69 -2.83 -6.58  0.100
60 H -2.68 -5.09 -6.96  0.094
61 H -0.44 -5.57 -5.99  0.099
62 N -4.40 2.56 -0.97  0.053
63 C -5.21 2.98 0.00  -0.175
64 C -4.88 2.95 1.35  -0.088
65 C -3.64 2.45 1.72  -0.078
66 C -2.78 2.02 0.72  -0.050
67 C -3.21 2.09 -0.60  -0.139
68 H -6.18 3.36 -0.32  0.095
69 H -5.59 3.30 2.09  0.093
70 H -3.35 2.41 2.76  0.101
71 H -1.80 1.63 0.95  0.105
72 H -2.56 1.75 -1.39  0.086

Output
- Largest force on an atom: 0.25 eV/A
- E_HOMO: -5.29 eV
- Total charge: -1
- Orbital gap: 7.59 eV
- LUMO energy: 0.0846 Eh

***

The following is a quantum chemistry calculation of a molecular structure, C30H32BF4MoNO2Sb2 in a non-equilibrium geometry, from OMol25.

Last column: Löwdin spin population.
Atoms and positions in Å:
1 Mo -0.90 -1.18 0.76  1.879
2 N -0.33 -2.53 2.53  0.016
3 C -1.59 -2.81 3.31  0.006
4 C -2.02 -1.59 4.13  0.003
5 C -1.72 -0.32 3.41  0.015
6 O -1.24 0.68 3.83  0.000
7 O -2.00 -0.42 2.03  0.035
8 H 0.00 -3.41 2.14  0.003
9 H 0.40 -2.21 3.16  0.003
10 H -1.43 -3.66 3.98  0.001
11 H -2.36 -3.09 2.59  0.000
12 H -1.51 -1.53 5.09  0.000
13 H -3.09 -1.66 4.33  0.000
14 C 0.14 2.65 1.56  -0.009
15 C -1.16 2.89 0.80  -0.001
16 C -1.10 2.64 -0.71  -0.006
17 Sb -1.54 0.62 -1.21  -0.002
18 C -3.17 0.81 -2.49  0.004
19 C -4.33 0.05 -2.38  0.000
20 C -5.35 0.26 -3.30  0.000
21 C -5.20 1.20 -4.31  0.000
22 C -4.04 1.96 -4.41  0.000
23 C -3.02 1.77 -3.49  0.000
24 C -0.06 -0.36 -2.35  0.008
25 C 0.14 -0.23 -3.72  0.000
26 C 0.93 -1.16 -4.39  0.003
27 C 1.48 -2.25 -3.72  0.000
28 C 1.28 -2.40 -2.35  0.001
29 C 0.53 -1.44 -1.71  0.003
30 Sb 1.05 0.76 1.32  -0.026
31 C 2.40 0.98 -0.26  -0.004
32 C 3.21 -0.09 -0.62  -0.001
33 C 4.12 0.05 -1.65  0.000
34 C 4.22 1.26 -2.33  -0.002
35 C 3.42 2.34 -1.96  0.000
36 C 2.51 2.20 -0.92  -0.002
37 C 2.34 0.42 2.94  -0.002
38 C 3.70 0.41 2.64  -0.002
39 C 4.62 0.25 3.67  0.000
40 C 4.19 0.10 4.98  -0.002
41 C 2.83 0.12 5.27  0.000
42 C 1.89 0.28 4.26  -0.001
43 H 0.00 2.74 2.63  0.000
44 H 0.93 3.34 1.26  -0.001
45 H -1.45 3.93 0.97  0.000
46 H -1.96 2.30 1.26  0.000
47 H -0.15 2.93 -1.16  0.000
48 H -1.89 3.19 -1.22  0.000
49 H -4.44 -0.69 -1.61  0.000
50 H -6.26 -0.33 -3.23  0.000
51 H -6.00 1.35 -5.02  0.000
52 H -3.94 2.69 -5.19  0.000
53 H -2.12 2.38 -3.57  0.000
54 H -0.32 0.57 -4.28  0.000
55 H 1.09 -1.06 -5.46  0.000
56 H 2.07 -2.98 -4.26  0.000
57 H 1.71 -3.24 -1.82  0.000
58 H 0.46 -1.59 -0.62  0.009
59 H 3.16 -1.04 -0.09  0.000
60 H 4.76 -0.78 -1.93  0.000
61 H 4.93 1.37 -3.14  0.000
62 H 3.52 3.29 -2.47  0.000
63 H 1.92 3.06 -0.63  0.000
64 H 4.06 0.53 1.63  0.000
65 H 5.68 0.25 3.44  0.000
66 H 4.91 -0.01 5.78  0.000
67 H 2.50 0.02 6.30  0.000
68 H 0.85 0.33 4.52  0.000
69 F -2.40 -2.27 -1.71  0.012
70 B -2.56 -3.03 -0.59  0.005
71 F -3.05 -4.25 -0.76  0.000
72 F -3.13 -2.24 0.45  0.017
73 F -1.11 -3.10 0.04  0.035

Output
- Largest force on an atom: 2.04 eV/A
- Multiplicity: 3
- E_HOMO (alpha / beta): -14.41 / -14.41 eV
- <S²>: 2.03
- Total charge: +2
- Orbital gap (alpha / beta): 6.72 / 6.64 eV
- Energy above the lowest of the compared OMol25 structures with the same formula, charge and spin: 128.74 kJ/mol
- LUMO energy (alpha / beta): -0.2827 / -0.2857 Eh

***

The following is a quantum chemistry calculation of 2 unconnected molecules or ions with the total composition C30H32Br2N3 in a non-equilibrium geometry, from OMol25.

Last column: Löwdin charge in e.
Atoms and positions in Å:
1 C 1.95 2.92 -1.32  -0.033
2 C 0.59 3.17 -1.95  -0.363
3 C 0.19 4.63 -2.00  -0.060
4 N -0.45 2.51 -1.18  -0.019
5 N -1.31 3.25 -0.50  0.149
6 N -2.18 2.37 0.03  0.000
7 C -3.01 2.88 1.15  -0.349
8 C -3.76 4.09 0.62  -0.045
9 C -2.10 3.26 2.30  -0.037
10 C -1.87 1.10 -0.30  -0.116
11 C -2.72 -0.02 0.12  -0.176
12 C -2.32 -0.92 1.13  -0.029
13 C -3.16 -1.96 1.52  -0.067
14 C -4.41 -2.12 0.90  -0.066
15 C -4.81 -1.24 -0.11  -0.064
16 C -3.98 -0.19 -0.50  -0.018
17 C -0.70 1.14 -1.06  -0.194
18 C 0.03 0.07 -1.58  0.023
19 H 2.71 3.48 -1.88  0.094
20 H 1.95 3.27 -0.28  0.096
21 H 2.20 1.86 -1.35  0.063
22 H 0.56 2.72 -2.94  0.155
23 H 0.95 5.22 -2.51  0.092
24 H -0.75 4.75 -2.54  0.088
25 H 0.05 5.03 -0.99  0.080
26 H -3.69 2.07 1.43  0.146
27 H -4.29 4.59 1.44  0.093
28 H -3.04 4.78 0.17  0.081
29 H -4.49 3.79 -0.13  0.087
30 H -2.68 3.72 3.11  0.093
31 H -1.59 2.38 2.71  0.081
32 H -1.35 3.98 1.95  0.085
33 H -1.35 -0.75 1.61  0.094
34 H -2.85 -2.64 2.31  0.111
35 H -5.06 -2.93 1.20  0.112
36 H -5.78 -1.36 -0.60  0.113
37 H -4.27 0.51 -1.28  0.123
38 H -0.57 -0.75 -1.96  0.046
39 H 1.05 0.26 -1.89  0.041
40 Br 2.30 -5.80 -5.79  0.795
41 C 1.90 -4.73 -4.29  -0.669
42 C 0.57 -4.38 -4.00  -0.101
43 C 0.28 -3.57 -2.91  -0.002
44 C 1.31 -3.09 -2.05  -0.201
45 C 1.00 -2.32 -0.88  -0.021
46 C 1.93 -2.13 0.16  -0.066
47 C 1.58 -1.66 1.42  0.015
48 C 2.51 -1.43 2.48  -0.212
49 C 2.06 -0.95 3.75  -0.013
50 C 2.96 -0.65 4.76  -0.107
51 C 4.34 -0.83 4.55  -0.675
52 Br 5.58 -0.37 5.90  0.787
53 C 4.81 -1.35 3.33  -0.104
54 C 3.90 -1.65 2.31  -0.005
55 C 2.65 -3.43 -2.39  0.000
56 C 2.94 -4.26 -3.47  -0.100
57 H -0.23 -4.76 -4.64  0.109
58 H -0.75 -3.30 -2.69  0.122
59 H -0.06 -2.16 -0.63  0.096
60 H 2.97 -2.37 -0.03  0.089
61 H 0.53 -1.47 1.62  0.097
62 H 0.99 -0.82 3.91  0.117
63 H 2.61 -0.27 5.71  0.106
64 H 5.87 -1.52 3.18  0.107
65 H 4.28 -2.05 1.38  0.108
66 H 3.48 -3.04 -1.79  0.111
67 H 3.97 -4.54 -3.69  0.108

Output
- Largest force on an atom: 2.48 eV/A
- E_HOMO: -9.17 eV
- Total charge: +1
- Orbital gap: 4.41 eV
- Energy above the lowest of the compared OMol25 structures with the same formula, charge and spin: 149.48 kJ/mol
- LUMO energy: -0.1752 Eh

***

Repeat the fourth record exactly.
The following is a quantum chemistry calculation of 2 unconnected molecules or ions with the total composition C30H32Br2N3 in a non-equilibrium geometry, from OMol25.

Last column: Löwdin charge in e.
Atoms and positions in Å:
1 C 1.95 2.92 -1.32  -0.033
2 C 0.59 3.17 -1.95  -0.363
3 C 0.19 4.63 -2.00  -0.060
4 N -0.45 2.51 -1.18  -0.019
5 N -1.31 3.25 -0.50  0.149
6 N -2.18 2.37 0.03  0.000
7 C -3.01 2.88 1.15  -0.349
8 C -3.76 4.09 0.62  -0.045
9 C -2.10 3.26 2.30  -0.037
10 C -1.87 1.10 -0.30  -0.116
11 C -2.72 -0.02 0.12  -0.176
12 C -2.32 -0.92 1.13  -0.029
13 C -3.16 -1.96 1.52  -0.067
14 C -4.41 -2.12 0.90  -0.066
15 C -4.81 -1.24 -0.11  -0.064
16 C -3.98 -0.19 -0.50  -0.018
17 C -0.70 1.14 -1.06  -0.194
18 C 0.03 0.07 -1.58  0.023
19 H 2.71 3.48 -1.88  0.094
20 H 1.95 3.27 -0.28  0.096
21 H 2.20 1.86 -1.35  0.063
22 H 0.56 2.72 -2.94  0.155
23 H 0.95 5.22 -2.51  0.092
24 H -0.75 4.75 -2.54  0.088
25 H 0.05 5.03 -0.99  0.080
26 H -3.69 2.07 1.43  0.146
27 H -4.29 4.59 1.44  0.093
28 H -3.04 4.78 0.17  0.081
29 H -4.49 3.79 -0.13  0.087
30 H -2.68 3.72 3.11  0.093
31 H -1.59 2.38 2.71  0.081
32 H -1.35 3.98 1.95  0.085
33 H -1.35 -0.75 1.61  0.094
34 H -2.85 -2.64 2.31  0.111
35 H -5.06 -2.93 1.20  0.112
36 H -5.78 -1.36 -0.60  0.113
37 H -4.27 0.51 -1.28  0.123
38 H -0.57 -0.75 -1.96  0.046
39 H 1.05 0.26 -1.89  0.041
40 Br 2.30 -5.80 -5.79  0.795
41 C 1.90 -4.73 -4.29  -0.669
42 C 0.57 -4.38 -4.00  -0.101
43 C 0.28 -3.57 -2.91  -0.002
44 C 1.31 -3.09 -2.05  -0.201
45 C 1.00 -2.32 -0.88  -0.021
46 C 1.93 -2.13 0.16  -0.066
47 C 1.58 -1.66 1.42  0.015
48 C 2.51 -1.43 2.48  -0.212
49 C 2.06 -0.95 3.75  -0.013
50 C 2.96 -0.65 4.76  -0.107
51 C 4.34 -0.83 4.55  -0.675
52 Br 5.58 -0.37 5.90  0.787
53 C 4.81 -1.35 3.33  -0.104
54 C 3.90 -1.65 2.31  -0.005
55 C 2.65 -3.43 -2.39  0.000
56 C 2.94 -4.26 -3.47  -0.100
57 H -0.23 -4.76 -4.64  0.109
58 H -0.75 -3.30 -2.69  0.122
59 H -0.06 -2.16 -0.63  0.096
60 H 2.97 -2.37 -0.03  0.089
61 H 0.53 -1.47 1.62  0.097
62 H 0.99 -0.82 3.91  0.117
63 H 2.61 -0.27 5.71  0.106
64 H 5.87 -1.52 3.18  0.107
65 H 4.28 -2.05 1.38  0.108
66 H 3.48 -3.04 -1.79  0.111
67 H 3.97 -4.54 -3.69  0.108

Output
- Largest force on an atom: 2.48 eV/A
- E_HOMO: -9.17 eV
- Total charge: +1
- Orbital gap: 4.41 eV
- Energy above the lowest of the compared OMol25 structures with the same formula, charge and spin: 149.48 kJ/mol
- LUMO energy: -0.1752 Eh

***

What is the formula in the first record?
C30H32BCl2F3O2